# H6O3PSi

A cluster of 2 separate species, H6O3PSi in total in a non-equilibrium geometry (ωB97M-V with the def2-TZVPD basis set, the OMol25 dataset).

Atoms and positions in Å:
O 1.11091 -0.11646 -1.34849
O 1.47737 -0.93941 0.90061
O 2.40901 1.36424 0.26090
Si -3.14609 -0.16146 -0.07659
P 2.31130 -0.19567 -0.23557
H 1.54813 0.19849 -2.18440
H 1.50292 -0.84260 1.83878
H 2.91384 1.46597 1.08121
H -4.42941 0.40387 -0.43533
H -2.92340 -0.30118 1.50380
H -2.77458 -0.87578 -1.30493

Lowest unoccupied orbital energy in eV: -7.99
Total charge: +1
HOMO level in Eh: -0.4285

These are the Mulliken partial charges, in e, on atoms 1 to 2:
1. O -0.418
2. O -0.420